(1)
Formula: C57H146N12O19
Source: the Open Molecules 2025 dataset
Level of theory: ωB97M-V/def2-TZVPD

Output
* lowest unoccupied orbital energy: -0.12 eV
* relative energy (zero: lowest compared OMol25 entry of this formula, charge and spin): 7.3444 eV
* SMILES: COC[C@H](C)N.COC[C@H](C)N.COCCNCCOC.COCCNCCOC.COCCNCCOC.COCCNCCOC.COCCNCCOC.COCCNCCOC.COCCNCCOC.COCCNCCOC.NC(N)=O
* frontier orbital gap: 8.304 eV
* highest occupied orbital energy: -8.42 eV

The geometry in ORCA input format:
```
! wB97M-V def2-TZVPD RIJCOSX def2/J DEFGRID3
* xyz 0 1
C 2.48 0.69 5.68
C 1.32 1.56 5.16
C 0.05 1.44 6.07
O 0.18 1.97 7.36
C -0.24 3.37 7.43
N 1.79 2.87 4.98
H 3.46 1.03 5.34
H 2.32 -0.30 5.23
H 2.51 0.42 6.73
H 1.04 1.07 4.23
H -0.17 0.39 6.28
H -0.84 1.74 5.53
H -1.26 3.30 7.83
H -0.32 4.00 6.55
H 0.37 3.93 8.14
H 2.54 2.86 4.30
H 1.12 3.56 4.68
C 9.54 -5.99 2.56
C 8.13 -6.13 1.91
C 8.08 -5.74 0.41
O 7.04 -6.35 -0.38
C 5.70 -5.71 -0.10
N 7.80 -7.52 2.01
H 9.68 -6.32 3.59
H 9.99 -5.03 2.33
H 10.11 -6.81 2.12
H 7.37 -5.70 2.55
H 8.94 -6.20 -0.08
H 8.32 -4.68 0.35
H 5.21 -6.25 0.70
H 5.11 -5.87 -1.00
H 5.72 -4.64 0.15
H 6.87 -7.69 2.37
H 7.77 -7.72 1.02
C -3.37 4.02 -3.66
O -2.50 3.73 -4.73
C -2.68 2.43 -5.15
C -1.65 1.92 -6.30
N -0.21 2.33 -5.95
C 0.50 1.47 -4.99
C 1.33 2.26 -3.92
O 0.61 2.78 -2.87
C 0.03 1.89 -1.94
H -3.18 3.39 -2.79
H -4.37 3.85 -4.04
H -3.44 5.09 -3.43
H -3.64 2.23 -5.63
H -2.57 1.82 -4.25
H -1.88 2.24 -7.31
H -1.76 0.85 -6.49
H -0.25 3.14 -5.35
H 1.13 0.97 -5.73
H -0.06 0.67 -4.50
H 1.80 3.14 -4.36
H 2.09 1.66 -3.41
H -0.92 1.48 -2.30
H -0.17 2.41 -1.01
H 0.75 1.13 -1.66
C 11.82 2.04 -4.31
O 10.38 2.12 -4.07
C 9.58 1.49 -5.02
C 8.17 2.08 -4.91
N 7.20 1.22 -5.64
C 5.83 1.74 -5.89
C 4.96 0.55 -6.24
O 5.39 -0.68 -5.64
C 4.45 -1.67 -5.83
H 12.27 1.05 -4.31
H 12.10 2.43 -3.33
H 12.17 2.72 -5.09
H 9.64 0.40 -4.92
H 9.92 1.53 -6.06
H 8.08 2.98 -5.52
H 7.96 2.25 -3.86
H 7.05 0.28 -5.29
H 5.87 2.40 -6.76
H 5.56 2.34 -5.02
H 4.66 0.51 -7.29
H 3.99 0.76 -5.78
H 4.10 -1.70 -6.86
H 3.54 -1.72 -5.24
H 5.03 -2.59 -5.77
C -4.04 2.50 5.46
O -5.02 3.34 6.06
C -4.49 4.19 7.05
C -3.93 5.50 6.46
N -5.02 6.41 6.04
C -4.69 7.48 5.11
C -6.00 8.16 4.61
O -6.65 7.41 3.60
C -8.01 7.74 3.19
H -4.55 1.82 4.78
H -3.18 2.02 5.94
H -3.46 3.02 4.70
H -3.77 3.57 7.59
H -5.19 4.44 7.85
H -3.14 5.07 5.84
H -3.34 6.14 7.13
H -5.71 5.79 5.64
H -4.16 7.10 4.24
H -4.08 8.21 5.64
H -5.79 9.16 4.24
H -6.70 8.35 5.43
H -8.39 7.38 2.23
H -8.24 8.80 3.06
H -8.66 7.36 3.98
C -1.79 0.14 3.08
O -0.44 -0.31 3.06
C 0.29 -0.35 1.84
C 0.29 -1.63 1.06
N 0.93 -1.45 -0.24
C 1.08 -2.69 -1.02
C 2.35 -3.47 -0.65
O 3.61 -2.74 -0.85
C 4.11 -2.54 -2.18
H -1.91 1.05 2.50
H -2.07 0.39 4.10
H -2.58 -0.57 2.82
H 1.21 -0.07 2.37
H 0.07 0.55 1.27
H -0.76 -1.90 0.93
H 0.88 -2.41 1.54
H 1.84 -1.00 -0.22
H 1.12 -2.41 -2.07
H 0.19 -3.31 -0.95
H 2.27 -4.31 -1.35
H 2.35 -3.76 0.40
H 3.49 -1.86 -2.77
H 4.24 -3.53 -2.61
H 4.99 -1.93 -1.98
C 3.60 1.14 -0.57
O 2.35 1.57 0.15
C 2.35 2.96 0.35
C 1.22 3.33 1.32
N 0.75 4.74 1.33
C 0.17 5.33 0.16
C -0.36 6.71 0.68
O 0.71 7.60 1.23
C 0.26 8.93 1.61
H 4.45 1.43 0.06
H 3.85 1.61 -1.53
H 3.69 0.07 -0.74
H 2.24 3.60 -0.53
H 3.27 3.37 0.77
H 1.42 3.00 2.34
H 0.48 2.59 1.01
H 0.64 5.28 2.18
H -0.71 4.79 -0.19
H 1.01 5.47 -0.53
H -0.97 6.51 1.56
H -0.99 7.35 0.06
H 0.73 9.41 2.47
H -0.79 8.87 1.91
H 0.31 9.63 0.78
C 4.32 -8.90 0.05
O 2.97 -8.49 0.25
C 2.70 -7.27 0.99
C 1.39 -7.35 1.76
N 1.30 -6.10 2.63
C 0.09 -5.91 3.50
C 0.25 -4.87 4.61
O -1.09 -4.64 5.17
C -1.71 -3.50 4.67
H 4.88 -9.22 0.93
H 4.93 -8.13 -0.43
H 4.28 -9.74 -0.64
H 2.61 -6.48 0.24
H 3.55 -7.03 1.62
H 1.30 -8.18 2.47
H 0.58 -7.50 1.05
H 2.14 -6.16 3.19
H -0.37 -6.86 3.78
H -0.61 -5.43 2.81
H 0.63 -3.97 4.14
H 1.06 -5.01 5.33
H -1.83 -3.44 3.59
H -1.04 -2.70 4.98
H -2.67 -3.29 5.14
C -5.44 -2.77 1.12
O -6.52 -1.88 1.47
C -6.14 -0.56 1.87
C -7.23 0.28 2.54
N -7.65 -0.49 3.74
C -8.92 -0.03 4.32
C -9.37 -0.96 5.42
O -9.62 -2.30 5.01
C -9.84 -3.12 6.12
H -5.84 -3.72 0.75
H -4.80 -2.91 1.99
H -4.81 -2.33 0.34
H -5.81 -0.02 0.98
H -5.26 -0.62 2.51
H -8.15 0.59 2.05
H -6.81 1.23 2.88
H -7.78 -1.43 3.39
H -9.75 -0.06 3.61
H -8.89 1.02 4.57
H -10.24 -0.54 5.93
H -8.54 -1.03 6.13
H -10.52 -2.75 6.88
H -8.91 -3.48 6.56
H -10.30 -4.00 5.68
C 0.41 -2.23 -5.53
O 0.70 -1.16 -6.30
C 0.93 -1.41 -7.67
C -0.26 -2.13 -8.37
N -1.59 -1.63 -8.04
C -2.59 -2.34 -8.74
C -3.04 -3.67 -8.18
O -4.22 -4.07 -8.92
C -5.45 -3.31 -8.70
H -0.25 -3.06 -5.79
H -0.18 -1.83 -4.71
H 1.33 -2.44 -4.98
H 1.89 -1.82 -8.00
H 1.06 -0.46 -8.17
H -0.34 -3.20 -8.15
H -0.18 -2.07 -9.45
H -1.71 -1.34 -7.08
H -2.41 -2.38 -9.82
H -3.50 -1.74 -8.74
H -3.23 -3.70 -7.11
H -2.26 -4.40 -8.40
H -5.58 -2.63 -9.54
H -5.50 -2.90 -7.69
H -6.29 -4.01 -8.65
C -3.84 1.63 -0.24
O -3.53 0.50 0.11
N -4.95 1.92 -0.97
N -3.27 2.69 0.20
H -5.27 2.87 -1.09
H -5.31 1.08 -1.40
H -2.62 2.55 0.95
H -3.70 3.60 0.09
*
```

Here are the Löwdin charges for atoms 1 to 99, given in e:
1. C -0.045
2. C -0.434
3. C -0.211
4. O -0.160
5. C -0.079
6. N 0.043
7. H 0.073
8. H 0.068
9. H 0.077
10. H 0.094
11. H 0.127
12. H 0.092
13. H 0.067
14. H 0.072
15. H 0.085
16. H 0.071
17. H 0.066
18. C -0.065
19. C -0.443
20. C -0.197
21. O -0.198
22. C -0.046
23. N 0.022
24. H 0.073
25. H 0.068
26. H 0.069
27. H 0.129
28. H 0.125
29. H 0.121
30. H 0.044
31. H 0.084
32. H 0.089
33. H 0.065
34. H 0.059
35. C -0.114
36. O -0.179
37. C -0.225
38. C -0.110
39. N -0.040
40. C -0.199
41. C -0.213
42. O -0.199
43. C -0.083
44. H 0.066
45. H 0.083
46. H 0.092
47. H 0.113
48. H 0.105
49. H 0.098
50. H 0.082
51. H 0.069
52. H 0.086
53. H 0.101
54. H 0.127
55. H 0.105
56. H 0.081
57. H 0.061
58. H 0.074
59. C -0.077
60. O -0.196
61. C -0.262
62. C -0.172
63. N -0.081
64. C -0.184
65. C -0.194
66. O -0.183
67. C -0.134
68. H 0.083
69. H 0.083
70. H 0.086
71. H 0.115
72. H 0.116
73. H 0.117
74. H 0.113
75. H 0.084
76. H 0.111
77. H 0.107
78. H 0.124
79. H 0.107
80. H 0.077
81. H 0.069
82. H 0.100
83. C -0.114
84. O -0.163
85. C -0.224
86. C -0.200
87. N -0.058
88. C -0.196
89. C -0.216
90. O -0.203
91. C -0.090
92. H 0.083
93. H 0.075
94. H 0.069
95. H 0.104
96. H 0.120
97. H 0.095
98. H 0.113
99. H 0.102

---

(2)
Formula: C6H2N4O2
Source: the Open Molecules 2025 dataset
Level of theory: ωB97M-V/def2-TZVPD

Output
* lowest unoccupied orbital energy (alpha / beta): -2.48 / -2.44 eV
* relative energy (zero: lowest compared OMol25 entry of this formula, charge and spin): 0.0000 eV
* frontier orbital gap (alpha / beta): 7.320 / 7.392 eV
* highest occupied orbital energy (alpha / beta): -9.80 / -9.83 eV

The geometry in ORCA input format:
```
! wB97M-V def2-TZVPD RIJCOSX def2/J DEFGRID3
* xyz 0 1
C -0.36 -1.99 0.24
C -1.53 0.11 0.58
C 2.13 -0.61 0.16
C 1.07 1.52 -0.32
C -0.72 -0.70 -0.22
C 1.22 0.41 0.53
N -0.03 -3.04 0.55
N -2.08 0.82 1.30
N 2.84 -1.45 -0.15
N 0.91 2.45 -0.97
O -0.71 -0.45 -1.56
O 0.98 0.53 1.86
H -0.20 -1.10 -2.05
H 0.30 1.19 2.05
*
```

Charges per atom according to Löwdin partitioning, unit e:
1. C -0.177
2. C -0.165
3. C -0.173
4. C -0.164
5. C -0.334
6. C -0.338
7. N 0.231
8. N 0.227
9. N 0.230
10. N 0.231
11. O 0.086
12. O 0.084
13. H 0.142
14. H 0.119

---

(3)
Formula: CH4IP
Source: the Open Molecules 2025 dataset
Level of theory: ωB97M-V/def2-TZVPD

Output
* lowest unoccupied orbital energy (alpha / beta): -1.04 / -0.78 eV
* relative energy (zero: lowest compared OMol25 entry of this formula, charge and spin): 3.3673 eV
* frontier orbital gap (alpha / beta): 8.199 / 7.501 eV
* highest occupied orbital energy (alpha / beta): -9.24 / -8.28 eV

The geometry in ORCA input format:
```
! wB97M-V def2-TZVPD RIJCOSX def2/J DEFGRID3
* xyz 0 1
C 0.01 -0.62 -0.67
P 0.43 -0.26 1.10
I 1.68 1.77 0.87
H -0.89 -0.08 -0.66
H -0.29 -1.67 -0.94
H 0.73 -0.10 -1.34
H -1.66 0.95 1.65
*
```

Charges per atom according to Löwdin partitioning, unit e:
1. C -0.520
2. P 0.254
3. I 0.242
4. H -0.054
5. H 0.047
6. H 0.007
7. H 0.023

---

Question: Which value of relative energy (zero: lowest compared OMol25 entry of this formula, charge and spin) does entry 1 give?
Answer: 7.3444 eV